(1)
Entry from OMol25: a cluster of 2 separate species, H3N4O2 in total in a non-equilibrium geometry (ωB97M-V with the def2-TZVPD basis set).

The geometry in XYZ format:
```
9
Properties=species:S:1:pos:R:3:forces:R:3
N -0.35897 2.28921 0.17196 -0.7 0.2 -0.6
N -0.68120 0.36715 1.59277 0.0 0.7 2.6
N 0.09112 0.08622 2.65222 -0.8 1.5 -3.2
N -0.32617 1.13123 0.65537 1.7 -1.0 -1.5
O 0.23691 -0.29421 -2.00682 0.6 0.5 -1.4
O -0.12181 2.40089 -1.10554 0.3 -0.1 1.6
H -0.59143 -0.47410 3.10408 -0.3 -1.1 1.0
H 0.41037 0.68094 -2.12915 -0.6 -1.2 1.0
H 0.07867 -0.45512 -1.08044 -0.1 0.6 0.5
```
Forces are in eV/Å.

LUMO level: 4.93 eV
Orbital gap: 8.7 eV
Net charge: -1
HOMO energy: -3.81 eV
Energy above the lowest of the compared OMol25 structures with the same formula, charge and spin: 0.0 kcal per mole
Multiplicity: 1
M: 91.0 g mol⁻¹

Taken from the Mulliken analysis, the atomic charges in e are:
1 N -0.253
2 N -0.131
3 N -0.603
4 N 0.298
5 O -0.725
6 O -0.517
7 H 0.250
8 H 0.363
9 H 0.319

(2)
Entry from OMol25: an isolated molecule of C5H6O (ωB97M-V with the def2-TZVPD basis set).

The geometry in XYZ format:
```
12
Properties=species:S:1:pos:R:3:forces:R:3
C -2.61358 0.15389 -0.61234 -0.1 0.0 -0.1
C -1.30010 0.34488 -0.00942 0.5 -0.2 0.0
C -0.15088 0.22727 0.34930 -0.6 -0.1 -0.3
C 1.12231 -0.49422 0.29642 0.1 -0.1 -0.1
C 2.43602 0.18764 0.54334 0.1 0.0 0.0
O 1.07501 -1.66083 -0.02578 0.1 0.0 0.2
H -2.98011 1.02401 -1.15936 0.1 0.0 0.1
H -2.50594 -0.68020 -1.31951 -0.1 0.2 0.1
H -3.35982 -0.14065 0.12852 0.1 0.1 0.0
H 2.51526 1.10588 -0.04592 0.0 -0.1 0.1
H 2.55312 0.46227 1.59670 -0.1 0.0 -0.1
H 3.20872 -0.52995 0.25805 0.0 0.3 0.1
```
Forces are in eV/Å.

LUMO level: 0.79 eV
Orbital gap: 10.6 eV
HOMO energy: -9.77 eV
SMILES: CC#CC(C)=O
Energy above the lowest of the compared OMol25 structures with the same formula, charge and spin: 41.3 kcal per mole
Multiplicity: 1
M: 82.1 g mol⁻¹

Taken from the Mulliken analysis, the atomic charges in e are:
1 C -1.041
2 C 0.297
3 C -0.160
4 C 0.642
5 C -0.967
6 O -0.489
7 H 0.294
8 H 0.270
9 H 0.276
10 H 0.302
11 H 0.291
12 H 0.286

(3)
Entry from OMol25: an isolated molecule of C3H5N3 (ωB97M-V with the def2-TZVPD basis set).

The geometry in XYZ format:
```
11
Properties=species:S:1:pos:R:3:forces:R:3
N -1.97478 -0.16150 0.06041 -0.3 -0.3 -0.1
C -0.53504 -0.18830 0.02758 0.0 0.0 0.1
N 0.28753 -1.12785 -0.24908 -0.3 0.3 0.1
N 1.59489 -0.60567 -0.14420 0.1 0.3 0.1
C 1.87636 0.65332 0.04084 0.1 -0.5 -0.1
C -0.75553 1.06249 0.50392 0.2 0.0 -0.1
H -2.43798 -0.27887 -0.83485 0.1 0.1 0.1
H -2.43994 -0.62025 0.83284 0.1 0.1 -0.1
H 2.25935 -1.37231 -0.21610 0.0 0.2 0.0
H 2.97761 0.70887 0.11864 -0.2 0.0 0.0
H -0.85246 1.93006 -0.14000 0.0 -0.1 0.1
```
Forces are in eV/Å.

LUMO level: 0.72 eV
Orbital gap: 9.0 eV
HOMO energy: -8.29 eV
Energy above the lowest of the compared OMol25 structures with the same formula, charge and spin: 152.3 kcal per mole
Multiplicity: 1
M: 83.1 g mol⁻¹

Taken from the Mulliken analysis, the atomic charges in e are:
1 N -0.252
2 C 0.517
3 N -0.803
4 N 0.224
5 C -0.548
6 C -0.268
7 H 0.264
8 H 0.265
9 H 0.241
10 H 0.153
11 H 0.207

(4)
Entry from OMol25: an isolated molecule of C2H2N4O3 in a non-equilibrium geometry (ωB97M-V with the def2-TZVPD basis set).

The geometry in XYZ format:
```
11
Properties=species:S:1:pos:R:3:forces:R:3
H -1.17850 2.31322 -1.50357 0.1 0.7 -1.8
N -0.60766 1.80883 -0.88563 -0.1 -0.9 3.6
N 0.41438 1.24725 -1.24346 -2.1 0.6 -1.0
O 1.00123 1.25846 -2.26979 1.5 -0.1 -1.5
O 0.99067 0.38516 -0.29281 3.0 1.6 0.0
C 0.22217 -0.44800 0.34059 -1.6 -1.0 -0.3
C 0.54336 -1.16575 1.50879 -1.8 -0.1 -0.8
N -0.47595 -2.00091 1.67690 1.0 1.0 1.3
O -1.40273 -1.72387 0.73753 1.4 -0.1 -0.7
N -0.89770 -0.81003 -0.16718 -1.5 -0.7 0.6
H 1.39073 -0.86437 2.09863 0.0 -1.0 0.6
```
Forces are in eV/Å.

LUMO level: 0.10 eV
Orbital gap: 10.9 eV
HOMO energy: -10.82 eV
SMILES: [H]/N=[N+](\[O-])Oc1cnon1
Energy above the lowest of the compared OMol25 structures with the same formula, charge and spin: 126.8 kcal per mole
Multiplicity: 1
M: 130.1 g mol⁻¹

Taken from the Mulliken analysis, the atomic charges in e are:
1 H 0.238
2 N -0.680
3 N 1.109
4 O -0.607
5 O -0.329
6 C 0.710
7 C -0.194
8 N -0.313
9 O -0.028
10 N -0.271
11 H 0.366

(5)
Entry from OMol25: a cluster of 2 separate species, C7H11N3O in total in a non-equilibrium geometry (ωB97M-V with the def2-TZVPD basis set).

The geometry in XYZ format:
```
22
Properties=species:S:1:pos:R:3:forces:R:3
C -3.19314 -0.60509 -0.39143 -3.8 1.0 -1.5
N -2.37983 0.13125 -1.03117 1.2 1.8 -0.2
C -2.76583 1.18177 -2.02795 1.4 -2.4 -1.4
O -1.11686 0.12469 -0.89236 0.3 -0.6 0.4
H -4.31289 -0.51999 -0.58327 1.8 0.1 0.1
H -2.88335 -1.31893 0.26953 1.2 -1.5 1.5
H -1.77855 1.65734 -2.24081 -1.1 -0.6 -0.4
H -3.23289 0.56207 -2.84219 0.6 1.2 0.3
H -3.40520 1.91251 -1.67586 -1.6 1.1 1.0
C 0.83454 0.61730 2.60611 -2.0 3.2 -0.7
C 0.92269 0.76606 1.28244 0.3 -1.8 -0.7
N 1.77547 -0.21312 0.58463 -1.5 2.6 -0.2
C 2.57763 -1.18043 1.03406 1.2 -1.9 0.9
C 3.36096 -1.63106 0.01378 -1.7 2.0 0.1
N 3.08976 -0.84257 -1.08023 -0.2 -0.6 -0.9
C 2.10492 -0.05424 -0.72134 1.5 0.1 -0.3
H 0.19221 1.30362 3.22120 0.7 -0.8 -0.8
H 1.43414 -0.03070 3.14572 1.0 -1.3 0.8
H 0.34381 1.41292 0.53755 0.9 -1.0 1.6
H 2.66316 -1.59389 2.00564 -0.6 0.1 0.9
H 3.97864 -2.47260 0.07781 1.1 -0.8 -0.4
H 1.79063 0.79308 -1.29187 -0.5 0.1 -0.3
```
Forces are in eV/Å.

LUMO level: 0.71 eV
Orbital gap: 9.0 eV
HOMO energy: -8.32 eV
SMILES: C=[N+](C)[O-].C=Cn1ccnc1
Energy above the lowest of the compared OMol25 structures with the same formula, charge and spin: 109.2 kcal per mole
Multiplicity: 1
M: 153.2 g mol⁻¹

Taken from the Mulliken analysis, the atomic charges in e are:
1 C -0.404
2 N 0.286
3 C -0.903
4 O -0.551
5 H 0.217
6 H 0.364
7 H 0.298
8 H 0.334
9 H 0.361
10 C -0.931
11 C 0.296
12 N 0.210
13 C -0.033
14 C -0.510
15 N -0.675
16 C -0.147
17 H 0.224
18 H 0.263
19 H 0.259
20 H 0.306
21 H 0.398
22 H 0.337

(6)
Entry from OMol25: a structure of composition C29H27BBaF4N2OPSe2 in a non-equilibrium geometry (ωB97M-V with the def2-TZVPD basis set).

The geometry in XYZ format:
```
68
Properties=species:S:1:pos:R:3:forces:R:3
Ba -0.21710 -0.74748 1.73484 -0.8 -0.3 -4.1
Se -2.53913 -2.15974 3.12452 -0.3 -0.9 0.3
Se -0.33589 -2.65955 3.90409 -0.5 -0.4 1.6
C -0.05904 -0.84182 4.65691 -0.7 0.1 0.0
C 0.70878 -0.68707 5.79177 0.1 -0.2 0.0
C 0.79658 0.58561 6.33324 0.1 -0.1 0.1
C 0.11059 1.63144 5.74687 -0.1 0.2 0.0
C -0.61806 1.38681 4.60075 0.0 -0.5 -0.1
N -0.70617 0.15945 4.05573 0.2 0.3 1.4
C -2.50125 -3.30724 1.53013 0.1 0.2 0.4
C -3.57143 -4.15528 1.33001 0.0 -0.2 -0.2
C -3.54341 -4.95422 0.19036 -0.2 0.0 0.2
C -2.45731 -4.88576 -0.65772 0.2 0.0 -0.1
C -1.43412 -3.99813 -0.35864 -0.1 0.0 0.0
N -1.46053 -3.19980 0.71182 0.0 -0.1 0.0
H 1.21344 -1.52763 6.24635 0.0 0.0 0.0
H 1.39314 0.74905 7.22151 0.0 0.0 0.0
H 0.14860 2.62798 6.16550 0.0 0.0 0.0
H -1.15359 2.18047 4.09556 0.0 0.0 -0.1
H -4.38497 -4.20272 2.03907 0.0 0.0 0.0
H -4.35921 -5.63628 -0.01371 0.0 0.0 0.0
H -2.39021 -5.50688 -1.54045 0.0 0.0 0.0
H -0.57694 -3.92180 -1.01506 0.1 0.1 0.1
C -0.96684 -1.32211 -5.56243 0.0 0.0 0.0
C -1.03835 0.04409 -5.33723 0.0 0.0 0.1
C -0.64010 0.58286 -4.11552 0.0 0.0 -0.1
C -0.17540 -0.24562 -3.10143 0.1 0.0 0.0
C -0.11061 -1.61932 -3.34123 0.0 -0.2 0.0
C -0.49376 -2.16022 -4.55797 0.0 0.2 0.0
P 0.46002 0.29863 -1.47040 0.1 0.0 0.0
C 2.25713 0.10482 -1.72879 0.0 0.0 -0.1
C 2.96283 0.80309 -2.71292 -0.1 0.1 -0.1
C 4.30518 0.55778 -2.92888 0.1 -0.1 0.1
C 4.96467 -0.40844 -2.16780 0.1 0.1 -0.1
C 4.27856 -1.11780 -1.20029 -0.2 0.1 0.0
C 2.92656 -0.85632 -0.98657 0.3 -0.1 0.1
C 0.18947 2.10623 -1.41892 0.0 0.0 0.0
C -1.10270 2.61233 -1.58791 -0.1 0.0 0.0
C -1.36572 3.96743 -1.44709 0.1 0.0 0.0
C -0.33857 4.84493 -1.11500 0.0 0.0 0.0
C 0.94416 4.35338 -0.92406 0.0 -0.1 0.0
C 1.20486 2.99510 -1.07297 0.1 0.0 0.1
H -1.27101 -1.73587 -6.51595 0.0 0.0 0.0
H -1.39869 0.70341 -6.11720 0.0 0.0 0.0
H -0.68642 1.65585 -3.97347 0.0 0.0 0.0
H 0.27033 -2.28731 -2.57470 0.0 0.1 0.1
H -0.41929 -3.22837 -4.72342 0.0 0.0 0.0
H 2.45290 1.54138 -3.32300 0.0 0.0 0.0
H 4.84047 1.11017 -3.69089 0.0 0.0 0.0
H 6.01635 -0.60499 -2.33568 0.0 0.0 0.0
H 4.78476 -1.86688 -0.60589 0.0 0.0 0.0
H 2.42643 -1.42849 -0.21414 -0.2 0.1 0.0
H -1.92480 1.94894 -1.83382 0.0 -0.1 0.0
H -2.37165 4.33740 -1.60318 0.0 0.0 0.0
H -0.53758 5.90401 -1.00808 0.0 0.0 0.0
H 1.75212 5.02283 -0.65720 0.0 0.0 0.0
H 2.20919 2.63124 -0.89480 0.0 0.0 0.0
F 0.95953 1.30449 1.70517 1.2 0.8 0.3
B 2.23654 0.87700 2.33929 0.1 0.0 0.1
F 3.27060 1.17337 1.52333 -0.1 -0.1 0.1
F 2.28428 1.41564 3.59694 0.0 -0.3 -0.2
F 2.06451 -0.62055 2.45242 1.0 1.1 0.2
C -3.24237 1.55428 1.65604 0.3 0.0 -0.2
O -1.91056 1.22740 1.21525 -0.4 0.3 0.2
H -3.63589 2.38906 1.07824 0.0 0.0 0.0
H -3.25594 1.79184 2.71971 0.0 0.0 0.0
H -3.85959 0.67885 1.47337 0.0 0.0 0.0
H -1.37841 2.03510 1.19558 0.0 0.0 -0.2
```
Forces are in eV/Å.

LUMO level: -3.80 eV
Orbital gap: 6.8 eV
Net charge: +1
HOMO energy: -10.65 eV
Energy above the lowest of the compared OMol25 structures with the same formula, charge and spin: 29.1 kcal per mole
Multiplicity: 1
M: 832.6 g mol⁻¹

Taken from the Mulliken analysis, the atomic charges in e are:
1 Ba 1.637
2 Se -0.026
3 Se -0.106
4 C 0.968
5 C -0.983
6 C -0.368
7 C -0.857
8 C -0.157
9 N -0.292
10 C 0.347
11 C -0.517
12 C -0.342
13 C -0.675
14 C -0.426
15 N 0.127
16 H 0.437
17 H 0.427
18 H 0.436
19 H 0.339
20 H 0.415
21 H 0.423
22 H 0.417
23 H 0.446
24 C -0.492
25 C -0.712
26 C -0.101
27 C 0.398
28 C -0.507
29 C -0.698
30 P 0.337
31 C 0.612
32 C -0.126
33 C -0.762
34 C -0.506
35 C -0.772
36 C -0.270
37 C 0.607
38 C -0.644
39 C -0.691
40 C -0.644
41 C -0.695
42 C -0.575
43 H 0.382
44 H 0.424
45 H 0.406
46 H 0.274
47 H 0.423
48 H 0.434
49 H 0.422
50 H 0.404
51 H 0.440
52 H 0.306
53 H 0.563
54 H 0.473
55 H 0.425
56 H 0.452
57 H 0.417
58 F -0.504
59 B 0.687
60 F -0.314
61 F -0.318
62 F -0.493
63 C -0.884
64 O 0.168
65 H 0.304
66 H 0.259
67 H 0.281
68 H 0.140